Record 1
95
Properties=species:S:1:pos:R:3:forces:R:3 method="wB97M-V/def2-TZVPD" spin_multiplicity=1 homo_energy_ha=-0.3450
C 3.115 -6.422 3.618 -2.2916 0.6793 0.2769
C 2.190 -6.193 4.895 1.5869 3.7810 0.7761
C 1.050 -5.224 4.415 1.8743 -1.3378 -0.6410
O 0.739 -6.008 3.300 -0.8527 -0.9032 -3.0238
C 1.960 -6.481 2.530 -0.4275 -0.3521 2.9644
H 3.838 -7.206 3.843 -0.5626 -0.6695 -0.7472
H 3.746 -5.575 3.349 -0.1812 0.4496 0.7330
H 2.860 -5.603 5.520 0.0127 -0.3055 0.9112
H 1.720 -6.978 5.487 0.4550 -0.4406 -0.6543
H 1.281 -4.214 4.076 1.0732 0.2072 0.0856
H 0.212 -5.006 5.076 -0.2599 -1.0827 0.0641
H 2.080 -5.839 1.657 0.1245 -0.3285 0.0547
H 1.814 -7.549 2.371 -0.5513 0.3121 -0.8042
C 1.413 2.877 -6.496 0.2090 -0.8804 -0.5073
C 1.474 4.389 -6.500 0.6674 -0.0274 -0.2986
C 0.082 4.702 -6.023 0.4880 -0.2649 -1.0432
O -0.748 3.750 -6.699 -0.8628 -0.4216 -0.6255
C -0.017 2.578 -7.077 2.3443 0.2723 2.0829
H 1.548 2.478 -5.491 -0.3175 0.0474 0.1529
H 2.130 2.332 -7.109 0.3435 0.3701 -0.0665
H 1.686 4.730 -7.514 -0.4177 0.1742 -0.1687
H 2.214 4.903 -5.886 0.1726 -0.4711 0.2819
H -0.172 5.715 -6.335 -0.5712 -0.1020 0.3341
H 0.066 4.546 -4.945 -0.4223 0.2213 0.1445
H 0.105 2.295 -8.123 -0.7111 0.9061 -0.3699
H -0.301 1.660 -6.562 -0.9303 0.1730 0.0892
C 1.376 8.190 1.681 -0.5727 1.2020 -1.8266
C 1.684 7.681 3.001 0.0143 -2.4824 1.7981
C 0.327 7.353 3.626 0.3360 1.5404 -0.8404
O -0.599 7.272 2.536 0.3866 -0.3190 -0.5601
C 0.117 7.445 1.237 -0.7260 -0.6453 2.2805
H 2.240 8.047 1.031 -0.2251 0.4345 -0.3541
H 1.090 9.233 1.818 0.2442 0.3077 -0.6040
H 2.265 8.306 3.679 0.2159 -0.0383 -0.3340
H 2.126 6.691 2.881 0.8081 0.0894 0.1055
H 0.084 8.267 4.168 -0.6095 -0.4136 0.7403
H 0.432 6.453 4.232 -0.6659 0.0618 0.0581
H -0.616 7.947 0.606 0.4561 0.1979 -0.1321
H 0.284 6.430 0.876 0.3347 0.0584 -0.3304
C 5.976 -4.734 -5.904 -0.6793 2.6802 -1.8822
C 7.179 -5.609 -5.961 1.3407 -0.1007 -1.7945
C 7.057 -6.574 -4.817 -1.7635 0.9169 -0.0235
O 5.825 -6.048 -4.208 0.4955 -2.7442 2.4486
C 5.588 -4.705 -4.487 0.0833 -0.5671 -0.1119
H 5.156 -5.039 -6.555 -0.0414 -0.6186 0.2390
H 6.171 -3.731 -6.282 0.3629 0.2098 -0.0826
H 8.106 -5.035 -5.955 0.0071 0.0747 0.1679
H 7.143 -6.105 -6.931 0.3718 -0.2528 0.0333
H 7.907 -6.611 -4.136 -0.1393 0.2473 0.1853
H 6.858 -7.576 -5.197 -0.2129 -0.0487 0.4104
H 6.218 -4.021 -3.919 0.0708 0.1010 0.3455
H 4.531 -4.518 -4.299 0.1040 0.1027 0.0662
C -1.490 0.390 -0.263 -0.2859 -0.3137 0.9450
C -0.359 -0.625 -0.332 -0.4863 0.2235 -1.1156
C 0.732 0.057 0.482 -0.2286 -0.2820 -1.0740
O 0.058 0.812 1.464 -1.2851 -0.4387 1.3384
C -1.370 0.870 1.192 0.3200 0.8830 -2.2284
H -2.447 -0.100 -0.442 -0.0978 0.2629 -0.1490
H -1.368 1.255 -0.915 0.1771 -0.3115 -0.3356
H -0.220 -0.796 -1.400 0.9262 -0.0733 0.0241
H -0.662 -1.597 0.058 -0.0123 0.1114 0.4092
H 1.270 0.782 -0.129 0.3107 -0.1396 -0.2391
H 1.433 -0.677 0.879 0.0025 0.2055 0.4399
H -1.625 1.929 1.144 -0.1848 -0.0146 0.8415
H -2.123 0.293 1.729 0.8505 -0.1109 1.1468
C -9.570 -3.038 -0.503 -1.0507 -1.4520 1.0065
C -9.778 -4.085 0.638 0.3489 0.5567 0.6175
O -11.176 -4.317 0.902 0.0687 0.6632 -1.2518
O -10.067 -3.539 -1.739 0.4702 0.4344 0.0096
H -8.511 -2.800 -0.601 0.0254 -0.2630 -0.0762
H -10.068 -2.127 -0.170 -0.2880 0.1727 -0.2991
H -9.341 -3.671 1.547 0.1723 0.2279 0.1029
H -9.198 -4.987 0.441 -0.3343 -0.3096 -0.3330
H -11.414 -5.031 1.499 0.7637 -0.1065 0.0079
H -10.774 -4.165 -1.565 -0.1758 0.0786 0.2152
C 4.783 0.200 6.325 0.6690 -0.4012 0.5146
C 6.200 0.275 5.731 -1.0498 0.6553 -1.2636
O 6.034 0.376 4.300 -0.2722 -0.5348 -0.1707
O 4.010 1.316 5.987 -0.0943 0.3183 0.0249
H 4.851 0.171 7.413 0.1714 0.2573 0.1110
H 4.249 -0.721 6.090 0.2068 -0.2504 -0.5149
H 6.828 -0.592 5.932 -0.0068 0.1450 0.5564
H 6.620 1.256 5.956 0.3712 -0.2875 1.0225
H 6.910 0.376 3.907 -0.0308 0.0493 -0.0975
H 3.886 1.307 5.035 0.0290 0.0466 -0.1862
C -8.646 2.682 6.276 0.5595 0.1812 0.7354
Cl -10.239 2.051 6.711 -0.0162 0.4590 0.1780
Cl -8.001 1.725 4.967 0.3766 0.0065 -0.5024
H -8.623 3.748 6.052 -0.6488 -0.2243 -0.4586
H -7.964 2.597 7.122 -0.2695 -0.4245 0.0450
C -6.671 4.092 -4.126 -0.6344 -2.2888 -0.1732
Cl -6.827 3.439 -2.499 -0.2594 -1.0945 0.5996
Cl -6.517 5.733 -3.918 0.7317 3.1797 -0.4896
H -5.833 3.566 -4.584 0.0341 0.4916 -0.0814
H -7.587 3.910 -4.689 0.1382 -0.2889 0.1440


Record 2
132
Properties=species:S:1:pos:R:3:forces:R:3 method="wB97M-V/def2-TZVPD" total_charge=-2 spin_multiplicity=1 homo_energy_ha=-0.1488
C -0.601 -0.797 2.405 0.2537 1.8313 0.8152
N -0.798 -0.730 0.911 -1.7994 0.1464 1.0282
C -0.561 -2.066 0.379 0.0806 -2.1756 -1.0737
C -2.295 -0.524 0.740 -0.1330 1.7298 0.7426
C -0.136 0.446 0.204 0.7133 -1.0078 -0.9652
C -0.308 0.397 -1.339 -1.1866 0.6967 -1.0800
O 0.142 -0.775 -1.965 1.1296 -0.0673 0.2209
H 0.426 -0.703 2.753 0.2300 -0.7259 -0.7178
H -1.124 -1.645 2.844 0.1622 -0.1906 -0.4603
H -1.034 0.102 2.850 -0.2791 0.1222 -0.2762
H -0.834 -2.835 1.100 -0.0841 0.3655 0.3399
H 0.450 -2.316 0.065 0.0673 0.6233 0.0944
H -1.267 -2.217 -0.435 0.4286 -0.0406 -0.2673
H -2.942 -1.281 1.182 0.5895 -0.7711 -0.5615
H -2.475 -0.218 -0.287 -0.2595 -0.7110 -0.0355
H -2.556 0.349 1.339 0.2705 0.2324 -0.0628
H 0.940 0.378 0.352 -0.1576 -0.2295 0.3948
H -0.508 1.355 0.669 -0.0965 0.0024 -0.2444
H 0.141 1.236 -1.881 0.8763 0.3819 1.0726
H -1.307 0.574 -1.750 -0.5928 -0.1478 0.9861
H -0.602 -1.100 -2.481 -0.4994 -0.6042 -0.1577
C 1.551 -3.207 -5.324 -0.2771 -0.7707 -1.5709
N 1.340 -2.141 -6.389 -0.4235 1.9785 0.9337
C 1.453 -2.638 -7.824 1.4995 -0.1160 2.0091
C -0.061 -1.544 -6.214 0.8651 -1.3900 -1.1287
C 2.403 -1.070 -6.150 -0.9618 0.2038 -0.3276
C 2.275 -0.318 -4.824 1.1753 0.1484 1.4305
O 3.142 -0.926 -3.888 -0.6331 -1.6403 -1.1436
H 0.914 -3.016 -4.463 0.1771 0.0301 0.0187
H 2.608 -3.321 -5.094 -0.0885 0.4714 0.2382
H 1.270 -4.114 -5.862 -0.3932 -0.2702 0.5943
H 0.668 -3.343 -8.079 -0.0318 0.1381 0.1242
H 2.429 -3.114 -7.713 -0.0646 -0.4559 -0.9467
H 1.560 -1.793 -8.500 -0.3573 -0.0160 0.0723
H -0.597 -2.489 -6.296 -1.1264 0.6180 0.4971
H -0.230 -0.946 -7.109 -0.1586 0.1411 0.1364
H -0.186 -0.973 -5.302 -0.1022 -0.4794 0.0831
H 2.292 -0.398 -7.002 0.1851 0.1255 0.0290
H 3.340 -1.621 -6.196 0.2019 0.4277 0.0819
H 1.294 -0.210 -4.354 -0.4415 -0.5436 -0.4532
H 2.590 0.728 -4.883 0.1818 0.0623 -0.8186
H 3.396 -0.253 -3.239 0.1711 0.1897 0.2269
C -0.498 -1.677 5.848 0.2552 0.1168 -1.6823
N 0.362 -1.731 7.046 -0.3323 0.3546 1.5988
C 0.027 -0.524 7.957 1.0755 -0.9617 -0.5552
C 0.019 -2.930 7.910 0.2605 -0.1482 -0.8261
C 1.853 -1.807 6.617 -0.3127 -0.0110 -0.0082
C 2.830 -1.105 7.501 1.3922 0.4395 0.3641
O 3.036 -1.780 8.764 -0.7318 0.2874 0.0923
H -0.232 -2.508 5.193 -0.1237 -0.1321 0.0760
H -0.244 -0.773 5.292 0.1312 0.1293 0.1607
H -1.578 -1.649 5.992 0.1241 -0.2984 0.7230
H -1.052 -0.483 8.077 0.0709 0.0815 -0.2245
H 0.467 0.383 7.546 -0.2702 -0.0176 -0.2130
H 0.494 -0.771 8.910 -0.0569 0.2622 0.0673
H -0.991 -2.780 8.285 0.1600 0.0025 0.2652
H 0.800 -3.042 8.660 -0.2671 0.2903 0.2376
H 0.021 -3.853 7.329 0.0135 0.2403 -0.3895
H 1.941 -1.417 5.604 -0.2081 0.0369 0.0199
H 2.125 -2.862 6.596 -0.3320 -0.0473 -0.1563
H 2.706 -0.023 7.571 -0.6531 -0.0822 0.3526
H 3.825 -1.116 7.051 -0.2485 -0.3983 -0.7180
H 2.940 -1.129 9.464 0.0538 -0.0332 0.0409
C -0.571 3.602 -4.091 -1.0372 0.8998 0.1683
N -0.153 5.083 -3.993 0.9366 0.1769 1.2794
C -0.324 5.431 -2.499 -0.7670 0.5376 -0.7380
C 1.296 5.247 -4.303 0.3908 -1.7804 0.3419
C -0.791 6.149 -4.866 -1.6839 0.2841 1.8632
C -2.304 6.407 -4.543 1.1915 -0.1888 -0.5326
O -2.976 5.210 -4.768 -0.9405 -0.3345 -0.6327
H -1.611 3.565 -3.771 0.0191 0.0142 -0.0622
H -0.017 3.039 -3.341 0.3859 0.1539 -0.2528
H -0.521 3.192 -5.098 0.4166 0.2903 -0.0411
H 0.214 4.763 -1.830 -0.0115 -0.2545 -0.4082
H -1.392 5.394 -2.294 0.2307 -0.1341 0.2577
H 0.020 6.455 -2.350 0.0671 -0.0016 -0.1120
H 1.815 4.423 -3.810 0.1579 0.0146 -0.0354
H 1.714 6.155 -3.876 -0.3010 0.2205 -0.4169
H 1.400 5.103 -5.378 0.3439 0.4111 0.0252
H -0.608 5.885 -5.905 -0.1747 0.0373 0.0183
H -0.292 7.074 -4.572 0.4141 -0.0852 -0.3568
H -2.638 7.216 -5.198 0.0260 -0.0067 -0.1645
H -2.551 6.742 -3.535 0.6301 -0.0883 0.1627
H -3.423 5.303 -5.613 -0.2097 -0.4057 0.0628
C 3.313 -4.640 3.741 -0.0483 1.7049 -0.7622
F 3.612 -5.921 3.616 -0.0025 -0.2424 0.3549
F 3.389 -4.249 5.039 -0.1855 -0.7350 -0.0701
F 4.282 -3.920 3.118 -0.2318 -0.4662 0.1064
S 1.653 -4.165 2.980 -2.8768 -0.2971 -3.2221
O 1.383 -2.830 3.507 1.1813 -0.0229 0.2446
O 1.832 -4.226 1.493 0.9087 0.3143 2.8214
O 0.618 -5.100 3.393 1.5231 -0.2153 0.7813
C -4.276 -2.895 -2.403 3.2128 -0.6208 -1.0148
F -4.910 -4.028 -2.648 -0.9248 -0.0760 0.0627
F -5.051 -1.841 -2.517 -0.5899 0.1192 0.3204
F -3.698 -2.983 -1.205 -0.7540 0.4319 0.0294
S -2.820 -2.809 -3.651 1.7625 0.6736 -1.2453
O -1.947 -3.953 -3.378 -1.2516 0.3443 -0.1106
O -3.402 -2.767 -5.010 0.1049 -0.1722 1.5651
O -2.081 -1.551 -3.334 -1.2001 -0.4656 -0.0526
C 3.118 2.645 -0.849 1.4039 -0.6358 -2.2402
F 2.014 3.021 -1.541 -0.4431 -0.2747 0.0939
F 3.442 3.693 -0.116 0.1183 -0.3527 0.7866
F 2.847 1.531 -0.152 0.1884 1.1629 -0.2038
S 4.497 2.244 -2.191 0.1925 0.3003 1.3087
O 4.657 3.473 -2.958 -0.5842 -0.3925 0.2270
O 5.667 1.835 -1.441 -0.6172 0.2503 -0.1593
O 3.849 1.153 -2.915 0.0485 1.1949 0.1559
C -5.125 -4.379 3.639 1.9275 0.5521 -1.2818
F -5.900 -3.364 3.226 -0.3474 0.0445 0.4576
F -5.205 -4.533 4.954 -0.1608 0.3924 0.4701
F -5.583 -5.491 3.093 -0.4274 -0.6450 -0.3910
S -3.321 -4.047 3.049 3.0313 -2.2910 -0.0220
O -2.887 -2.886 3.803 -0.9033 0.9378 0.2410
O -2.539 -5.232 3.430 -1.8183 0.5452 0.3285
O -3.300 -3.899 1.602 -1.3919 0.6972 0.3992
C -3.794 3.317 0.940 1.4894 -0.6100 -0.8596
F -4.234 2.053 0.785 -0.2273 0.4280 -0.2449
F -4.839 4.114 1.144 0.2323 -0.1218 0.3925
F -2.959 3.278 1.985 -0.4687 0.4748 0.3289
S -2.824 3.931 -0.569 0.4530 2.0284 0.1220
O -1.628 3.107 -0.786 -1.3911 -0.2359 0.1409
O -3.883 3.922 -1.562 0.4572 -0.6579 -0.2563
O -2.419 5.313 -0.222 -0.5399 -1.1551 0.1275
C 2.481 1.515 3.020 -1.0364 -0.6063 0.5772
F 2.677 0.179 3.013 0.5296 0.3577 0.1960
F 3.558 2.167 2.660 1.1180 0.0121 0.0446
F 1.569 1.736 2.083 -0.7590 0.4664 -0.3253
S 1.819 2.085 4.657 -0.5790 1.6173 0.5160
O 2.611 1.395 5.650 0.6880 -0.4808 0.2756
O 1.967 3.531 4.625 0.5313 -0.5790 -0.2196
O 0.432 1.688 4.668 -0.5390 -0.8831 -0.3242


no.,frontier orbital gap (eV),maximum force (Eh/bohr)
1,9.7489,0.08116
2,6.4444,0.08420